A gas-phase ion, C6H8N3OS (charge +1) in a non-equilibrium geometry, computed with the ωB97M-V functional and the def2-TZVPD basis.

Geometry as ORCA input:
```
! wB97M-V def2-TZVPD RIJCOSX def2/J DEFGRID3
* xyz 1 1
C 2.726 1.328 0.633
C 3.731 0.516 0.261
C 1.484 -0.250 -0.246
C -1.831 0.122 -0.277
C -0.707 -1.468 1.016
C 0.350 -0.938 -0.718
N 1.439 0.845 0.371
N -0.680 -0.018 -1.045
N -2.831 0.891 -0.552
O -1.901 -0.842 0.615
S 3.058 -1.008 -0.280
H 2.813 2.384 1.016
H 4.799 0.539 0.545
H -0.821 -2.510 1.120
H -0.049 -0.882 1.649
H 0.431 -1.865 -1.152
H -0.545 0.629 -1.810
H -2.766 1.550 -1.319
H -3.417 1.264 0.191
*
```

Frontier orbital gap, eV: 8.5454
ΔE to the lowest compared entry with this formula, charge and spin, kcal/mol: 23.2

Results of the Löwdin charge analysis, in e, for atoms 1 through 2:
1 C -0.21
2 C -0.36

A molecular structure, C29H24N5PdSeSi, computed with the ωB97M-V functional and the def2-TZVPD basis.

Geometry as ORCA input:
```
! wB97M-V def2-TZVPD RIJCOSX def2/J DEFGRID3
* xyz -1 1
Pd 0.290 -0.284 0.648
C -5.174 1.331 -0.369
C -4.681 2.279 0.525
C -3.373 2.245 0.982
C -2.481 1.226 0.558
C -2.994 0.279 -0.361
C -4.305 0.333 -0.803
N -1.196 1.135 0.997
N -0.734 2.251 1.699
C 0.544 2.274 1.824
C 1.183 3.340 2.578
C 2.523 3.389 2.715
C 3.344 2.381 2.108
C 2.727 1.394 1.411
N 1.382 1.292 1.241
H -6.195 1.381 -0.729
H -5.337 3.069 0.877
H -3.001 2.985 1.674
H -2.329 -0.482 -0.740
H -4.654 -0.412 -1.511
H 0.528 4.076 3.025
H 2.979 4.191 3.286
H 4.421 2.389 2.197
H 3.326 0.635 0.927
Se -1.445 -3.264 -0.349
N -0.990 -1.916 0.734
C -1.594 -2.131 1.902
C -1.503 -1.297 3.065
C -2.188 -1.657 4.173
C -2.996 -2.845 4.221
C -3.115 -3.658 3.151
C -2.412 -3.321 1.948
N -2.458 -4.048 0.851
H -0.909 -0.400 3.046
H -2.126 -1.022 5.049
H -3.521 -3.091 5.135
H -3.724 -4.552 3.173
C -0.201 -4.216 -3.491
C -0.516 -2.869 -3.352
C 0.154 -2.092 -2.414
C 1.165 -2.630 -1.602
C 1.468 -3.985 -1.768
C 0.794 -4.773 -2.696
Si 2.023 -1.483 -0.331
C 2.965 -0.320 -1.528
C 2.372 0.835 -2.054
C 3.037 1.634 -2.975
C 4.323 1.305 -3.390
C 4.931 0.165 -2.885
C 4.255 -0.633 -1.967
H -0.721 -4.825 -4.222
H -1.290 -2.426 -3.968
H -0.111 -1.046 -2.308
H 2.241 -4.435 -1.152
H 1.044 -5.822 -2.802
H 3.127 -2.344 0.193
H 1.382 1.126 -1.728
H 2.552 2.523 -3.363
H 4.847 1.935 -4.099
H 5.931 -0.106 -3.204
H 4.742 -1.525 -1.586
*
```

Frontier orbital gap, eV: 4.1805
ΔE to the lowest compared entry with this formula, charge and spin, kcal/mol: 4.6

Results of the Löwdin charge analysis, in e, for atoms 1 through 2:
1 Pd 0.74
2 C -0.16

A molecular structure, C4H4AlCl2DyO4 in a non-equilibrium geometry, computed with the ωB97M-V functional and the def2-TZVPD basis.

Geometry as ORCA input:
```
! wB97M-V def2-TZVPD RIJCOSX def2/J DEFGRID3
* xyz 4 6
Al 0.713 -1.381 -3.768
Dy -0.728 0.904 0.440
Cl -0.955 -2.394 -2.910
Cl -1.873 2.858 -0.457
C 1.379 1.701 0.899
C 0.608 -2.882 -5.337
C -0.093 0.458 -4.498
O 2.446 2.148 1.081
O 0.194 -3.879 -5.735
O -0.663 1.445 -4.727
C -0.606 -0.644 3.318
O -1.385 -0.009 2.288
H 0.379 -0.825 2.887
H -1.094 -1.576 3.622
H -0.514 0.052 4.164
H -2.343 -0.142 2.431
*
```

<S²>: 9.11
Frontier orbital gap (spin up / spin down), eV: 5.5604 / 5.6910

Results of the Löwdin charge analysis, in e, for atoms 1 through 2:
1 Al 0.64
2 Dy 1.43